[1]
C15H29BCl2N2O6PScTe | ωB97M-V/def2-TZVPD

The value obtained for the total energy is -3465.46208 hartree.

Positions of all 58 atoms, in Å:
Sc (-1.213, 0.211, -0.292)
C (1.528, -0.502, 5.242)
C (0.275, 0.174, 4.748)
O (-0.135, -0.454, 3.487)
P (-1.475, 0.098, 2.828)
O (-1.693, -0.752, 1.615)
Te (-1.358, 2.318, 2.046)
O (-2.490, -0.364, 3.905)
C (-3.997, -0.269, 3.628)
C (-4.480, 1.178, 3.577)
H (2.212, 0.229, 5.730)
H (2.112, -0.912, 4.351)
H (1.420, -1.354, 5.938)
H (0.440, 1.200, 4.514)
H (-0.513, 0.080, 5.516)
H (-4.366, -0.913, 4.421)
H (-4.153, -0.873, 2.690)
H (-4.075, 1.709, 4.417)
H (-5.591, 1.201, 3.610)
H (-4.109, 1.681, 2.666)
C (-3.181, -2.543, -1.797)
C (-3.523, -1.105, -2.118)
C (-3.054, -0.790, -3.482)
C (-5.005, -0.841, -1.921)
O (-2.750, -0.330, -1.191)
H (-3.757, -3.174, -2.499)
H (-3.512, -2.761, -0.776)
H (-2.102, -2.740, -1.788)
H (-3.794, -1.179, -4.194)
H (-2.104, -1.290, -3.673)
H (-2.970, 0.279, -3.587)
H (-5.569, -1.375, -2.748)
H (-5.105, 0.242, -1.975)
H (-5.363, -1.120, -0.942)
Cl (0.148, 2.059, -2.364)
C (1.560, 1.796, -3.373)
Cl (0.065, 1.734, -5.724)
H (0.906, 1.305, -4.388)
H (1.799, 2.811, -3.763)
N (0.913, -0.216, 0.284)
N (0.341, -1.499, 0.055)
H (1.718, -0.067, -0.350)
H (1.333, -0.162, 1.215)
H (0.124, -1.861, 0.973)
H (1.021, -2.077, -0.394)
O (3.158, 0.472, -1.683)
B (2.833, 1.165, -2.883)
O (4.036, 1.351, -3.649)
C (5.087, 0.908, -2.871)
C (6.462, 1.165, -3.036)
C (7.316, 1.023, -1.903)
C (6.792, 0.616, -0.647)
C (5.453, 0.306, -0.521)
C (4.627, 0.390, -1.690)
H (6.917, 1.695, -3.885)
H (8.345, 1.403, -2.034)
H (7.470, 0.639, 0.246)
H (5.026, 0.082, 0.439)

natural (NBO) atomic charge list, values in e, 2 entries: 1.774 -0.637


[2]
C15H29BN | ωB97M-V/def2-TZVPD

The value obtained for the total energy is -668.26773 hartree. The total charge is +1. The relative energy (zero: lowest compared OMol25 entry of this formula, charge and spin) comes out at 0.000 eV.

Positions of all 46 atoms, in Å:
C (-0.245, -2.718, -0.365)
C (0.525, -1.725, 0.552)
C (-0.021, -1.441, 1.908)
C (2.056, -2.099, 0.560)
C (2.886, -1.517, 1.542)
C (4.225, -1.867, 1.688)
C (4.795, -2.848, 0.905)
C (3.991, -3.491, -0.049)
C (2.656, -3.128, -0.207)
H (0.133, -2.673, -1.383)
H (-0.109, -3.725, -0.006)
H (-1.291, -2.487, -0.378)
H (0.155, -0.401, 2.155)
H (-1.083, -1.600, 1.947)
H (0.447, -2.033, 2.674)
H (2.444, -0.743, 2.178)
H (4.826, -1.317, 2.425)
H (5.856, -3.099, 1.003)
H (4.457, -4.254, -0.701)
H (2.079, -3.656, -0.993)
C (-0.508, 4.114, -0.424)
C (-1.299, 3.087, -1.251)
N (-1.447, 1.745, -0.588)
C (-2.245, 2.041, 0.695)
C (-2.561, 0.817, 1.480)
C (-2.384, 0.940, -1.503)
C (-1.839, 0.859, -2.904)
B (-0.046, 1.201, -0.329)
H (0.419, -0.821, 0.014)
H (-0.248, 4.963, -1.080)
H (-1.110, 4.546, 0.383)
H (0.412, 3.687, -0.036)
H (-2.308, 3.496, -1.473)
H (-0.790, 2.948, -2.227)
H (-1.657, 2.755, 1.276)
H (-3.175, 2.560, 0.384)
H (-3.399, 1.032, 2.181)
H (-2.891, -0.045, 0.877)
H (-1.705, 0.499, 2.097)
H (-2.506, -0.043, -1.073)
H (-3.358, 1.450, -1.496)
H (-2.310, 0.001, -3.421)
H (-2.115, 1.740, -3.513)
H (-0.743, 0.738, -2.957)
H (0.637, 1.094, -1.258)
H (0.391, 1.421, 0.691)

natural (NBO) atomic charge list, values in e, 2 entries: -0.605 -0.175


[3]
C15H29Br2ClFO6SSi | ωB97M-V/def2-TZVPD

The value obtained for the total energy is -7436.16134 hartree. The total charge is -1.

Positions of all 56 atoms, in Å:
C (3.696, 0.613, 3.296)
C (3.283, 1.622, 2.129)
O (4.261, 1.724, 1.077)
C (1.842, 1.135, 1.595)
O (1.903, -0.198, 1.027)
C (1.961, -0.181, -0.397)
C (3.181, -1.092, -0.840)
C (2.965, -2.649, -0.790)
F (3.232, -3.154, 0.501)
O (1.747, -3.136, -1.343)
S (0.393, -2.412, -0.705)
O (0.399, -2.697, 0.767)
O (-0.888, -3.004, -1.222)
C (0.562, -0.615, -1.075)
C (-0.656, 0.266, -0.606)
C (-1.293, -0.121, 0.781)
O (-2.441, 0.763, 0.960)
Si (-3.931, -0.078, 0.793)
C (-4.493, -0.679, 2.514)
C (-3.955, -1.416, -0.563)
C (-5.224, 1.258, 0.247)
C (0.761, -0.308, -2.639)
Br (-0.679, -1.066, -3.781)
C (0.828, 1.271, -2.941)
C (-0.466, 1.893, -3.603)
Br (2.344, 1.632, -4.204)
H (2.756, 0.503, 3.968)
H (4.502, 1.035, 3.971)
H (3.941, -0.425, 2.928)
H (3.171, 2.631, 2.623)
H (4.685, 0.872, 0.912)
H (1.334, 1.908, 0.948)
H (1.185, 1.054, 2.551)
H (2.245, 0.881, -0.680)
H (3.506, -0.737, -1.867)
H (4.052, -0.855, -0.161)
H (3.783, -3.102, -1.426)
H (-1.499, 0.244, -1.363)
H (-0.368, 1.359, -0.529)
H (-0.624, 0.079, 1.668)
H (-1.605, -1.200, 0.869)
H (-5.575, -0.378, 2.654)
H (-3.921, -0.055, 3.271)
H (-4.311, -1.766, 2.724)
H (-3.507, -1.088, -1.540)
H (-3.323, -2.287, -0.198)
H (-5.004, -1.813, -0.658)
H (-5.816, 0.836, -0.622)
H (-5.981, 1.450, 1.065)
H (-4.729, 2.205, -0.110)
H (1.719, -0.735, -3.044)
H (1.047, 1.888, -2.033)
H (-0.556, 1.703, -4.705)
H (-0.352, 3.019, -3.502)
H (-1.416, 1.656, -3.040)
Cl (1.325, 1.748, 4.351)

natural (NBO) atomic charge list, values in e, 2 entries: -0.712 0.069


[4]
C15H29ClN5O4PdS2Si | ωB97M-V/def2-TZVPD

The value obtained for the total energy is -2836.61091 hartree. The total charge is +3. The relative energy (zero: lowest compared OMol25 entry of this formula, charge and spin) comes out at 0.000 eV.

Positions of all 58 atoms, in Å:
Pd (-0.313, 0.499, -0.033)
C (-2.975, -2.375, 2.994)
C (-1.493, -2.294, 2.890)
C (-0.681, -3.201, 3.697)
C (0.701, -3.189, 3.641)
C (1.279, -2.269, 2.800)
C (0.437, -1.382, 2.011)
N (-0.942, -1.452, 2.075)
N (0.955, -0.518, 1.194)
Si (2.778, 0.059, 1.150)
C (3.145, 0.465, 2.928)
C (3.749, -1.363, 0.440)
C (2.778, 1.588, 0.081)
H (-3.291, -2.601, 4.012)
H (-3.334, -3.190, 2.356)
H (-3.435, -1.451, 2.652)
H (-1.195, -3.903, 4.347)
H (1.297, -3.875, 4.228)
H (2.354, -2.213, 2.694)
H (3.224, -0.395, 3.594)
H (2.428, 1.172, 3.349)
H (4.121, 0.961, 2.945)
H (3.916, -2.186, 1.136)
H (4.738, -0.982, 0.170)
H (3.288, -1.766, -0.463)
H (1.836, 1.781, -0.433)
H (3.556, 1.513, -0.681)
H (3.006, 2.464, 0.691)
Cl (-5.634, 2.108, 0.659)
C (-4.266, 2.784, 1.528)
C (-2.996, 2.069, 1.170)
O (-1.913, 2.736, 1.721)
O (-2.854, 1.072, 0.528)
H (-4.420, 2.692, 2.605)
H (-4.157, 3.845, 1.302)
C (-2.180, 2.653, -3.727)
S (-2.478, 1.931, -2.122)
C (-3.191, 0.370, -2.613)
O (-1.033, 1.607, -1.633)
H (-1.582, 1.982, -4.341)
H (-1.683, 3.609, -3.577)
H (-3.155, 2.822, -4.187)
H (-4.199, 0.573, -2.977)
H (-3.251, -0.248, -1.720)
H (-2.585, -0.101, -3.386)
C (2.723, -1.109, -4.621)
N (1.969, -1.426, -3.405)
C (1.219, -0.563, -2.752)
N (1.187, 0.715, -3.090)
S (0.230, -1.211, -1.462)
H (3.143, -2.029, -5.013)
H (3.541, -0.422, -4.402)
H (2.064, -0.682, -5.378)
H (1.970, -2.381, -3.079)
H (1.770, 1.073, -3.831)
H (0.480, 1.308, -2.666)
O (0.039, 2.289, 2.431)
N (-0.686, 2.036, 1.571)

Mulliken atomic charge list, values in e, 2 entries: 0.510 -1.341


Number 1: gap between HOMO and LUMO 6.6 eV, HOMO level -6.99 eV. Number 2: gap between HOMO and LUMO 7.3 eV, HOMO level -11.49 eV. Number 3: gap between HOMO and LUMO 6.2 eV, HOMO level -4.22 eV. Number 4: gap between HOMO and LUMO 5.2 eV, HOMO level -17.93 eV.